The following is a quantum chemistry calculation of C17H84BBr2FO33SSi2 as an isolated structure, from the OMol25 dataset.

Each line ends with the Löwdin charge.
Element x y z (Å)
1 C 3.253 -1.108 2.434  -0.098
2 C 3.789 -0.432 1.169  -0.207
3 C 2.823 0.553 0.561  -0.265
4 O 1.651 -0.099 0.077  -0.212
5 Si 0.482 0.882 -0.553  0.324
6 C -0.058 2.061 0.807  -0.141
7 C -1.524 2.550 0.647  -0.261
8 O -2.306 1.887 1.601  -0.165
9 C -3.231 2.710 2.299  -0.259
10 C -4.589 2.592 1.606  -0.054
11 O -0.880 0.043 -1.011  -0.212
12 Si -0.920 -1.570 -0.562  0.644
13 C -2.578 -2.212 -1.143  -0.212
14 C -3.768 -1.359 -0.619  -0.187
15 C -4.394 -0.475 -1.690  -0.145
16 O -5.828 -0.628 -1.580  0.024
17 C -6.520 0.358 -2.129  -0.542
18 C -7.930 0.492 -1.652  0.024
19 O -6.068 1.106 -2.946  0.082
20 B 0.471 -2.705 -1.462  -0.662
21 O 1.493 -3.243 -0.720  0.124
22 O 0.280 -2.906 -2.779  0.035
23 C 1.240 -3.819 -3.397  -0.192
24 C 2.594 -3.197 -3.632  -0.057
25 S -0.940 -1.911 1.638  0.598
26 O -1.495 -3.236 1.807  -0.310
27 O 0.336 -1.898 2.253  -0.296
28 F -1.999 -0.935 2.365  -0.198
29 C 1.140 1.772 -2.097  -0.670
30 Br 2.516 0.699 -3.011  0.733
31 C 1.550 3.261 -1.877  -0.741
32 C 0.980 4.078 -3.041  -0.153
33 Br 3.480 3.578 -1.901  0.804
34 H 4.066 -1.585 2.960  0.045
35 H 2.787 -0.431 3.141  0.080
36 H 2.606 -1.918 2.130  0.049
37 H 4.049 -1.200 0.437  0.113
38 H 4.725 0.065 1.419  0.088
39 H 2.607 1.311 1.319  0.128
40 H 3.353 1.096 -0.228  0.059
41 H 0.662 2.863 0.955  0.077
42 H -0.011 1.457 1.714  0.097
43 H -1.848 2.326 -0.374  0.102
44 H -1.535 3.634 0.761  0.120
45 H -2.905 3.742 2.409  0.105
46 H -3.331 2.313 3.304  0.108
47 H -4.464 2.827 0.551  0.072
48 H -5.320 3.283 2.019  0.071
49 H -4.920 1.569 1.742  0.073
50 H -2.537 -2.169 -2.232  0.082
51 H -2.725 -3.255 -0.878  0.092
52 H -4.543 -2.052 -0.315  0.107
53 H -3.515 -0.779 0.265  0.089
54 H -4.088 -0.770 -2.691  0.124
55 H -4.164 0.574 -1.533  0.121
56 H -8.639 0.060 -2.356  0.071
57 H -7.986 0.003 -0.675  0.052
58 H -8.158 1.536 -1.485  0.067
59 H 2.207 -2.595 -0.616  0.100
60 H 1.307 -4.743 -2.838  0.126
61 H 0.812 -4.080 -4.355  0.109
62 H 3.298 -3.943 -3.986  0.088
63 H 2.514 -2.435 -4.403  0.076
64 H 3.036 -2.745 -2.751  0.063
65 H 0.327 1.790 -2.813  0.047
66 H 1.147 3.704 -0.977  0.071
67 H 1.464 3.846 -3.983  0.075
68 H 1.142 5.129 -2.812  0.077
69 H -0.099 3.964 -3.098  0.083
70 O -0.747 -2.723 -5.493  -0.060
71 H -1.455 -2.090 -5.666  0.012
72 H -0.516 -2.572 -4.567  -0.004
73 O -2.180 -0.121 5.345  -0.064
74 H -1.884 -0.607 6.126  -0.003
75 H -1.830 -0.638 4.613  -0.005
76 O 4.414 6.628 -0.507  -0.082
77 H 3.944 6.118 -1.179  -0.052
78 H 5.081 7.118 -0.999  0.033
79 O -9.851 0.527 -4.097  -0.056
80 H -10.306 0.017 -4.777  0.042
81 H -9.179 1.023 -4.582  0.037
82 O -8.979 -0.389 1.000  -0.051
83 H -8.470 -0.713 1.752  0.048
84 H -9.881 -0.673 1.184  0.048
85 O -1.442 0.063 -6.209  -0.048
86 H -0.673 0.400 -6.689  0.036
87 H -1.587 0.710 -5.509  0.045
88 O -0.681 0.841 -8.969  -0.068
89 H -0.884 1.548 -9.596  0.010
90 H -1.523 0.662 -8.533  0.022
91 O 4.491 -0.966 5.224  -0.057
92 H 4.152 -1.691 5.764  0.040
93 H 4.530 -0.211 5.827  0.038
94 O -9.260 3.312 -0.544  -0.050
95 H -9.716 3.865 -1.189  0.042
96 H -9.684 3.523 0.294  0.038
97 O 6.167 1.650 5.440  -0.048
98 H 6.653 2.477 5.343  0.050
99 H 6.621 1.035 4.852  0.036
100 O -7.038 3.145 -4.899  -0.072
101 H -6.760 2.666 -4.104  -0.005
102 H -6.666 2.629 -5.622  0.029
103 O 4.073 5.089 -4.925  -0.085
104 H 4.228 4.821 -4.010  -0.067
105 H 4.857 4.796 -5.400  0.035
106 O 6.322 0.797 -2.432  -0.058
107 H 5.375 0.619 -2.478  -0.010
108 H 6.400 1.716 -2.715  0.047
109 O 0.419 -3.931 4.840  -0.046
110 H 0.238 -3.262 4.165  0.009
111 H -0.437 -4.082 5.256  0.046
112 O 3.658 -3.825 4.466  -0.057
113 H 4.078 -4.272 5.215  0.005
114 H 2.709 -3.961 4.608  0.014
115 O 5.702 -5.270 6.262  -0.055
116 H 6.202 -4.451 6.166  0.039
117 H 6.160 -5.889 5.679  0.024
118 O -4.615 -2.961 2.307  -0.056
119 H -3.666 -3.093 2.428  -0.005
120 H -4.950 -2.754 3.186  0.036
121 O -0.186 3.608 -9.945  -0.048
122 H 0.580 3.942 -10.424  0.047
123 H -0.333 4.258 -9.249  0.046
124 O 7.304 -1.012 6.643  -0.066
125 H 7.470 -0.070 6.527  0.010
126 H 6.502 -1.173 6.127  -0.008
127 O -4.181 4.680 4.608  -0.053
128 H -4.360 3.931 5.189  0.042
129 H -4.235 5.447 5.187  0.038
130 O 7.812 -5.961 4.010  -0.050
131 H 8.310 -5.143 3.911  0.044
132 H 8.267 -6.579 3.429  0.013
133 O -0.353 -1.492 7.271  -0.047
134 H -0.226 -1.737 8.194  0.049
135 H 0.434 -1.826 6.821  0.039
136 O 10.441 -6.893 2.621  -0.053
137 H 11.372 -6.739 2.427  0.043
138 H 10.422 -7.788 2.978  0.045
139 O 6.110 1.873 0.279  -0.076
140 H 6.422 1.373 1.041  0.028
141 H 6.441 1.376 -0.485  0.003

Values from the calculation:
DFT total energy in eV: -256635.321
Orbital gap in eV: 9.4
HOMO in Ha: -0.3526


The following is a quantum chemistry calculation of C26H23BF4N3PPbS2 as an isolated structure, from the OMol25 dataset.

Each line ends with the Löwdin charge.
Element x y z (Å)
1 Pb -0.759 0.021 0.297  1.146
2 C 1.190 4.603 3.063  -0.436
3 S 2.379 3.282 2.757  0.854
4 C 1.421 2.044 1.959  -1.099
5 S -0.199 2.377 1.459  0.519
6 N 2.118 0.964 1.793  -0.080
7 N 1.497 -0.072 1.144  -0.113
8 C 2.120 -1.178 1.180  -0.061
9 C 1.566 -2.395 0.574  -0.283
10 C 2.118 -3.629 0.869  -0.002
11 C 1.491 -4.768 0.393  -0.034
12 C 0.344 -4.635 -0.367  -0.038
13 C -0.124 -3.360 -0.635  -0.134
14 N 0.480 -2.265 -0.190  -0.001
15 H 1.770 5.418 3.495  0.032
16 H 0.432 4.275 3.772  0.034
17 H 0.722 4.928 2.137  0.010
18 H 3.056 -1.234 1.730  0.142
19 H 2.998 -3.685 1.496  0.124
20 H 1.880 -5.748 0.634  0.114
21 H -0.197 -5.497 -0.731  0.111
22 H -1.024 -3.210 -1.222  0.117
23 F 0.373 -2.280 3.099  0.110
24 B -1.021 -2.114 2.948  -1.229
25 F -1.258 -0.711 2.631  -0.078
26 F -1.461 -2.851 1.815  0.074
27 F -1.720 -2.456 4.091  0.144
28 C -0.651 0.919 -6.577  -0.081
29 C -1.046 -0.038 -5.658  -0.081
30 C -0.790 0.153 -4.303  -0.096
31 C -0.142 1.300 -3.866  -0.372
32 C 0.254 2.263 -4.797  -0.082
33 C 0.000 2.072 -6.145  -0.071
34 P 0.143 1.580 -2.076  0.974
35 C 1.917 1.984 -1.992  -0.366
36 C 2.441 2.887 -1.068  -0.119
37 C 3.815 3.042 -0.941  -0.070
38 C 4.677 2.293 -1.725  -0.078
39 C 4.163 1.374 -2.634  -0.078
40 C 2.792 1.215 -2.763  -0.095
41 C -0.830 3.108 -1.852  -0.407
42 C -2.201 2.911 -1.681  -0.127
43 C -3.054 3.991 -1.503  -0.072
44 C -2.540 5.281 -1.492  -0.078
45 C -1.181 5.485 -1.682  -0.071
46 C -0.327 4.404 -1.864  -0.093
47 H -0.848 0.772 -7.632  0.105
48 H -1.554 -0.935 -5.991  0.105
49 H -1.098 -0.600 -3.585  0.097
50 H 0.762 3.160 -4.464  0.111
51 H 0.306 2.825 -6.862  0.106
52 H 1.779 3.450 -0.423  0.072
53 H 4.204 3.740 -0.210  0.104
54 H 5.748 2.414 -1.625  0.104
55 H 4.832 0.775 -3.239  0.104
56 H 2.400 0.492 -3.470  0.105
57 H -2.608 1.903 -1.696  0.090
58 H -4.116 3.824 -1.373  0.107
59 H -3.200 6.126 -1.335  0.105
60 H -0.779 6.491 -1.690  0.107
61 H 0.729 4.581 -2.020  0.098

Values from the calculation:
DFT total energy in eV: -79566.150
Orbital gap in eV: 7.6
Energy above the lowest of the compared OMol25 structures with the same formula, charge and spin in kcal/mol: 0.0
HOMO in Ha: -0.3027


The following is a quantum chemistry calculation of C10H5Cl2InNO3Ti as an isolated structure, from the OMol25 dataset.

Each line ends with the Löwdin charge.
Element x y z (Å)
1 In 0.215 -6.572 -4.887  0.968
2 Ti 0.204 0.039 -1.253  0.829
3 Cl 0.754 -7.373 -2.779  0.308
4 Cl -1.497 0.545 -2.393  0.339
5 C 1.125 1.672 -1.497  -0.062
6 C 0.731 -8.631 -5.806  0.012
7 C -0.117 -6.127 -7.053  0.092
8 O 1.604 2.767 -1.646  0.234
9 O 1.013 -9.662 -6.201  0.296
10 O -0.289 -5.850 -8.157  0.323
11 N -0.085 0.439 0.629  0.045
12 C -0.215 1.123 1.582  0.027
13 C -0.278 2.147 2.558  -0.198
14 C 0.897 2.557 3.224  0.020
15 C 0.862 3.646 4.105  0.004
16 C -0.340 4.331 4.332  0.036
17 C -1.511 3.925 3.678  0.005
18 C -1.487 2.837 2.794  0.025
19 H 1.841 2.041 3.034  0.136
20 H 1.776 3.964 4.606  0.138
21 H -0.361 5.183 5.012  0.145
22 H -2.445 4.463 3.848  0.139
23 H -2.398 2.538 2.270  0.138

Values from the calculation:
Net charge: +4
DFT total energy in eV: -71370.079
Orbital gap (spin up / spin down) in eV: 3.0 / 3.0
Energy above the lowest of the compared OMol25 structures with the same formula, charge and spin in kcal/mol: 0.0
HOMO (spin up / spin down) in Ha: -0.7053 / -0.7052
2S+1: 2


Largest force on an atom readings, ordered: 2.70 0.72 13.59 eV/A